Entry 1:
Density functional theory data (ωB97M-V/def2-TZVPD) for the ion C5H12N2 with charge +2 at a distorted geometry.

Each line ends with the natural charge from an NBO analysis.
Geometry (Å):
C (-1.601822, 0.162736, 0.118739)  -0.22
C (-0.323486, -0.343075, -0.652876)  -0.47
C (0.854537, 0.309728, 0.097236)  0.09
C (0.789810, 0.985872, 1.252701)  -0.31
C (3.224224, -0.570439, 0.016534)  0.18
N (2.169734, 0.068901, -0.467534)  -0.44
N (-2.918412, -0.282407, -0.462772)  -0.65
H (-1.637126, 1.162074, 0.270029)  0.24
H (-1.566135, -0.306903, 1.094061)  0.23
H (-0.342799, -1.520958, -0.715300)  0.26
H (-0.337138, 0.049106, -1.751641)  0.26
H (-0.057097, 0.862170, 1.954218)  0.24
H (1.498807, 1.735797, 1.631131)  0.27
H (3.087474, -1.290748, 0.817300)  0.24
H (4.323881, -0.362216, -0.292207)  0.28
H (2.402599, 0.565457, -1.323026)  0.44
H (-2.778284, -1.272179, -0.626865)  0.45
H (-3.174604, 0.351599, -1.190009)  0.46
H (-3.614159, -0.304523, 0.230289)  0.45

Atomic forces in eV per Å
C 0.824 -3.612 -0.117
C -0.973 -0.241 -0.872
C -0.123 -1.607 0.743
C -0.380 0.052 0.514
C -0.641 1.151 -0.101
N 2.993 0.034 -0.428
N 2.391 -0.499 0.579
H -0.022 3.202 0.120
H -0.070 -0.062 0.238
H 0.382 2.288 0.261
H 0.140 -0.646 1.821
H 0.160 0.539 -0.969
H 0.381 -0.987 -0.267
H -0.164 0.286 0.277
H -2.248 -0.430 -0.276
H -0.148 0.426 -0.154
H -0.401 -0.296 -1.450
H -0.592 -0.189 -1.323
H -1.510 0.591 1.404

structure (SMILES) = C=[NH+]C(=C)CC[NH3+]
LUMO energy = -8.76 eV
energy above the lowest of the compared OMol25 structures with the same formula, charge and spin = 160.3 kJ/mol
total energy = -8340.557 eV
Kohn-Sham gap = 9.6 eV
charge = +2
multiplicity = 1
max |F| = 0.072 Eh/bohr

=====

Entry 2:
Density functional theory data (ωB97M-V/def2-TZVPD) for a cluster of 2 separate species, C5H12N2 in total at a distorted geometry.

Each line ends with the natural charge from an NBO analysis.
Geometry (Å):
C (-1.689847, -0.526496, -1.689150)  -0.76
C (-1.194343, -0.129649, -0.441877)  0.35
C (0.910456, 1.913254, 0.415458)  0.46
C (0.912858, -1.106466, -0.486292)  -0.49
C (-0.017673, -0.129530, 1.636474)  -0.42
N (1.991087, 1.921856, 0.883769)  -0.34
N (-0.071276, -0.295678, 0.165072)  -0.32
H (-2.663726, -0.182469, -2.061393)  0.31
H (-1.673379, -1.612533, -1.751284)  0.32
H (-1.996013, 0.384413, 0.105587)  0.24
H (0.048266, 2.467243, 0.103260)  0.32
H (1.256653, -0.891779, -1.532369)  0.28
H (1.772021, -1.178016, 0.247950)  0.25
H (0.437896, -2.217639, -0.438309)  0.27
H (-0.329640, -0.931402, 2.190356)  0.27
H (1.048522, -0.090139, 1.870994)  0.23
H (-0.585542, 0.807365, 1.917968)  0.24
H (2.815715, 2.124729, 1.332936)  0.51
H (-0.972036, -0.327064, -2.469149)  0.30

Atomic forces in eV per Å
C 0.329 -0.978 -2.801
C -2.592 1.861 2.134
C 6.075 2.076 2.410
C 1.389 -4.219 1.081
C 1.253 2.713 -0.680
N -7.482 -0.486 -3.665
N -1.194 -0.250 -0.689
H 0.269 0.167 0.851
H -0.147 -0.640 0.182
H 0.593 0.019 0.602
H -0.734 -0.399 -0.484
H -0.689 0.281 1.083
H -0.617 0.096 -1.317
H 1.331 2.311 -0.497
H -1.523 -2.299 0.881
H -0.300 0.421 0.249
H 0.656 -1.154 -0.041
H 2.848 0.243 1.341
H 0.533 0.234 -0.639

LUMO energy = -10.42 eV
energy above the lowest of the compared OMol25 structures with the same formula, charge and spin = 412.4 kJ/mol
total energy = -8337.945 eV
Kohn-Sham gap = 9.8 eV
charge = +2
multiplicity = 1
max |F| = 0.162 Eh/bohr